Computed, not measured: a structure of composition C25H44N9O6P2Pt in a non-equilibrium geometry, with wB97M-V/def2-TZVPD.

Output
total charge = +3
relative energy (zero: lowest compared OMol25 entry of this formula, charge and spin) = 0.061 eV
molar mass = 823.7 g/mol
E = -2724.42545 Ha
E_LUMO (alpha / beta) = -0.2799 / -0.4563 Ha
orbital gap (alpha / beta) = 9.3 / 4.5 eV
multiplicity = 5
expectation value of S² = 6.030

Geometry (Å):
Pt -0.559 0.535 -1.237
O -4.636 0.692 -2.419
C -3.580 0.339 -1.970
N -2.570 1.168 -1.566
C -2.906 2.410 -1.103
O -3.922 2.700 -0.530
C -1.814 3.414 -1.366
C -2.143 4.762 -1.455
C -1.119 5.665 -1.697
C 0.174 5.186 -1.826
C 0.402 3.820 -1.724
N -0.580 2.960 -1.507
C -3.243 -1.111 -1.756
C -4.265 -2.046 -1.882
C -3.990 -3.362 -1.550
C -2.706 -3.688 -1.138
C -1.736 -2.694 -1.093
N -2.009 -1.430 -1.385
H -3.173 5.062 -1.337
H -1.329 6.722 -1.770
H 0.999 5.858 -1.998
H 1.399 3.420 -1.810
H -5.235 -1.722 -2.229
H -4.764 -4.112 -1.618
H -2.456 -4.703 -0.871
H -0.719 -2.925 -0.818
C -0.595 1.806 4.011
N -0.639 0.397 3.700
C -0.831 -0.478 4.832
P -1.115 -0.089 2.168
O -0.762 0.919 1.161
O -0.387 -1.511 1.987
P 0.974 -1.814 1.101
O 0.873 -1.216 -0.236
N 0.914 -3.471 1.099
C 1.683 -4.170 0.088
C 0.483 -4.286 2.214
N 2.248 -1.220 1.982
C 2.811 0.074 1.669
C 2.843 -1.912 3.102
N -2.721 -0.560 2.125
C -3.709 0.479 1.959
C -3.185 -1.753 2.789
H -1.518 2.151 4.487
H -0.427 2.371 3.099
H 0.222 1.988 4.712
H -1.789 -0.298 5.330
H -0.043 -0.291 5.565
H -0.782 -1.515 4.508
H 1.924 -3.475 -0.714
H 1.101 -5.001 -0.312
H 2.608 -4.584 0.496
H 0.056 -3.666 2.995
H 1.311 -4.869 2.623
H -0.276 -4.993 1.872
H 2.312 0.477 0.789
H 3.884 -0.014 1.482
H 2.674 0.762 2.508
H 2.592 -2.968 3.078
H 2.505 -1.491 4.053
H 3.928 -1.811 3.061
H -3.235 1.379 1.576
H -4.217 0.713 2.899
H -4.476 0.159 1.249
H -2.375 -2.474 2.861
H -4.004 -2.191 2.214
H -3.573 -1.536 3.789
C 2.354 1.062 -4.829
N 2.114 0.484 -3.521
C 1.053 -0.458 -3.432
C 2.492 1.102 -2.341
O 1.735 1.082 -1.348
N 3.682 1.721 -2.272
C 4.795 1.490 -3.168
C 3.995 2.528 -1.110
H 1.401 1.228 -5.336
H 2.945 0.384 -5.447
H 2.864 2.016 -4.757
H 0.770 -0.808 -4.422
H 0.112 0.016 -2.937
H 1.329 -1.298 -2.791
H 4.688 0.543 -3.689
H 5.713 1.456 -2.582
H 4.904 2.298 -3.894
H 3.115 2.641 -0.482
H 4.349 3.509 -1.433
H 4.785 2.061 -0.521

---

Computed, not measured: a cluster of 2 separate species, C18H33N3O5S in total in a non-equilibrium geometry, with wB97M-V/def2-TZVPD.

Output
relative energy (zero: lowest compared OMol25 entry of this formula, charge and spin) = 3.560 eV
molar mass = 403.5 g/mol
E = -1644.26000 Ha
E_LUMO = 0.0204 Ha
orbital gap = 8.7 eV
structure (SMILES) = N[C@@]1(CCCO)C[C@H](CCCCn2cccc2)NC1=O.CCOS(C)(=O)=O

Geometry (Å):
N 2.310 0.418 2.196
C 3.401 -0.101 1.326
C 4.701 0.605 1.709
C 4.925 2.017 1.148
C 3.738 2.949 1.212
O 3.985 4.074 0.360
C 3.402 -1.642 1.575
C 2.395 -2.067 0.509
C 1.958 -3.499 0.393
C 0.577 -3.644 -0.279
C -0.595 -3.575 0.714
C -0.995 -2.129 1.081
N -2.428 -1.876 1.037
C -3.380 -2.015 1.995
C -4.533 -1.609 1.426
C -4.301 -1.198 0.112
C -2.971 -1.388 -0.091
N 2.943 -1.428 -0.709
C 3.121 -0.054 -0.217
O 3.029 0.898 -0.950
H 1.677 -0.319 2.469
H 2.713 0.796 3.041
H 5.502 -0.013 1.296
H 4.861 0.584 2.784
H 5.703 2.476 1.759
H 5.300 2.027 0.128
H 2.813 2.481 0.894
H 3.550 3.314 2.228
H 3.343 4.743 0.604
H 4.401 -2.065 1.407
H 3.171 -1.961 2.589
H 1.506 -1.460 0.709
H 2.655 -4.066 -0.226
H 1.912 -4.016 1.351
H 0.528 -4.600 -0.794
H 0.455 -2.842 -1.007
H -1.462 -4.105 0.330
H -0.293 -4.117 1.610
H -0.591 -1.870 2.058
H -0.549 -1.473 0.344
H -3.173 -2.368 2.984
H -5.496 -1.569 1.904
H -5.002 -0.797 -0.591
H -2.414 -1.166 -0.981
H 3.902 -1.793 -0.718
C -1.870 1.677 -3.435
C -2.346 2.375 -2.176
O -3.491 3.225 -2.406
S -4.899 2.530 -2.649
C -5.890 3.979 -2.529
O -5.175 1.663 -1.547
O -4.962 2.044 -3.991
H -2.612 0.970 -3.803
H -0.949 1.127 -3.233
H -1.685 2.400 -4.229
H -2.575 1.657 -1.385
H -1.563 3.032 -1.802
H -5.827 4.371 -1.518
H -6.912 3.686 -2.759
H -5.538 4.706 -3.256

---

Computed, not measured: a cluster of 9 separate species, C12H42N12O9 in total in a non-equilibrium geometry, with wB97M-V/def2-TZVPD.

Output
relative energy (zero: lowest compared OMol25 entry of this formula, charge and spin) = 1.808 eV
molar mass = 498.5 g/mol
E = -1816.83838 Ha
E_LUMO = 0.0123 Ha
orbital gap = 10.1 eV
structure (SMILES) = NC(N)=O.NC(N)=O.NC(N)=O.NC(N)=O.NC(N)=O.NC(N)=O.CCO.CCO.CCO

Geometry (Å):
N 11.001 -20.900 1.376
C 9.654 -21.072 1.614
N 9.025 -20.471 2.796
O 9.005 -21.677 0.754
H 11.391 -21.323 0.556
H 11.376 -20.100 1.856
H 8.014 -20.339 2.705
H 9.523 -19.770 3.271
N 6.773 -14.717 5.178
C 5.817 -13.704 5.048
N 5.370 -13.043 6.108
O 5.275 -13.554 3.961
H 7.211 -14.964 4.295
H 7.355 -14.651 6.030
H 4.728 -12.330 5.800
H 5.852 -12.889 6.916
N 9.492 -16.895 1.055
C 10.653 -17.121 1.770
N 10.475 -17.065 3.118
O 11.671 -17.546 1.263
H 9.786 -16.883 0.080
H 8.906 -16.083 1.336
H 9.577 -16.797 3.456
H 11.228 -17.369 3.770
N 9.015 -10.469 4.280
C 9.230 -11.831 4.227
N 9.339 -12.300 2.978
O 9.320 -12.512 5.240
H 8.348 -9.995 3.656
H 9.212 -9.845 5.060
H 9.831 -11.699 2.364
H 9.479 -13.280 2.956
N 5.453 -16.308 2.675
C 6.661 -16.850 2.530
N 6.781 -18.029 1.852
O 7.719 -16.268 2.969
H 5.400 -15.296 2.892
H 4.515 -16.766 2.719
H 7.688 -18.327 1.502
H 5.952 -18.562 1.564
N 4.428 -11.218 2.709
C 4.195 -10.175 3.548
N 3.728 -10.651 4.833
O 4.409 -9.001 3.289
H 5.044 -10.994 1.953
H 4.538 -12.147 3.128
H 2.898 -11.157 4.721
H 3.354 -9.801 5.196
C 8.371 -17.556 6.239
C 7.098 -18.397 5.985
O 5.968 -17.537 5.978
H 8.356 -16.708 5.582
H 9.179 -18.140 5.895
H 8.386 -17.349 7.324
H 7.096 -19.172 6.827
H 7.082 -19.093 5.042
H 6.319 -16.653 5.670
C 2.458 -19.099 6.228
C 3.190 -19.771 5.164
O 3.657 -18.669 4.409
H 1.723 -18.448 5.892
H 3.173 -18.502 6.839
H 2.069 -19.825 6.966
H 2.577 -20.295 4.493
H 3.997 -20.438 5.506
H 4.275 -18.152 4.943
C 8.488 -19.112 -1.541
C 7.330 -20.111 -1.539
O 6.195 -19.459 -0.888
H 8.081 -18.149 -1.857
H 9.315 -19.380 -2.180
H 8.854 -18.986 -0.521
H 7.429 -21.080 -1.039
H 7.051 -20.201 -2.622
H 6.052 -18.550 -1.225